{
  "formula": "C30H27AuIN4O2S",
  "method": "wB97M-V/def2-TZVPD",
  "de_lowest_ev": 1.396,
  "e_homo_ev": [-10.3, -10.1],
  "charge": 1,
  "total_energy_ha": -2360.2333,
  "species": ["I", "H", "H", "H", "H", "C", "C", "C", "C", "C", "H", "C", "H", "H", "H", "C", "C", "H", "H", "C", "C", "C", "H", "H", "C", "H", "C", "H", "H", "Au", "H", "C", "O", "S", "N", "C", "H", "H", "C", "C", "H", "H", "C", "C", "C", "C", "H", "H", "C", "H", "H", "H", "O", "C", "H", "H", "C", "C", "C", "C", "C", "N", "N", "N", "C", "C"],
  "xyz": [[1.123223, 3.373748, 0.612919], [3.044206, -5.242881, 0.408126], [-0.255631, 2.853194, 6.545313], [-0.535220, -1.354000, -1.836525], [0.941515, 6.118965, -0.733194], [-3.853195, -1.448662, 2.375666], [-0.372372, 4.460893, -0.503038], [-0.020123, 5.693171, -0.973484], [-0.928084, 6.400862, -1.772814], [-1.663139, 0.956203, 4.348546], [-4.481474, 4.607748, -2.472183], [-2.136107, 5.847941, -2.093521], [-3.283744, -0.347156, 6.006320], [-5.154632, 2.433406, -1.507444], [3.373549, 0.083357, -2.753162], [-2.636981, -0.036709, 3.976347], [-3.801035, 4.048396, -1.847642], [5.184961, -0.917670, -1.386365], [-2.024135, 1.056305, 6.428804], [2.870587, -5.003994, -0.630019], [2.359895, -4.444570, -3.295921], [0.638455, -2.780454, -2.696256], [4.241380, -6.470582, -1.362834], [-5.383056, -2.703092, 3.156522], [-2.845453, -0.454872, 2.606924], [0.634460, 3.125362, 3.965452], [-4.176912, 2.847997, -1.312914], [5.592771, -0.469493, -3.808024], [-2.822387, 6.377408, -2.734517], [-1.058776, 1.884471, 1.429938], [1.424671, -3.505535, -0.171649], [-0.549499, 2.346591, 5.652349], [-2.244224, -0.002535, 1.590405], [0.560829, -0.643232, 0.565716], [-1.508625, 1.388831, 5.629706], [-0.119737, 2.478875, 4.363811], [3.033003, -0.499479, -0.346762], [2.135098, -4.228286, -4.329011], [3.278665, -0.941920, -2.373335], [-3.425928, -0.626519, 4.972527], [2.735967, -1.528858, -3.114049], [-0.652372, 7.379398, -2.132941], [3.287171, -5.411471, -2.960488], [-4.614440, -1.976509, 3.376081], [-1.626815, 3.871669, -0.741718], [5.491760, -1.485826, -3.433171], [3.796271, -5.962922, -3.735504], [-3.601202, 1.204898, -0.043336], [-2.062999, 2.660008, -0.174886], [4.591801, -2.542547, -1.782674], [5.022947, -2.093125, -4.202833], [6.487105, -1.878342, -3.250317], [-0.089136, -2.937252, -3.641011], [1.958687, -4.017935, -0.958111], [-3.997276, -1.722273, 1.341766], [-4.978971, -1.985471, 5.500750], [-4.393486, -1.568479, 4.697013], [1.700257, -3.728434, -2.296726], [1.238803, -1.113277, -0.905858], [-2.526137, 4.593215, -1.585341], [3.540529, -5.694705, -1.627267], [2.530833, -0.902801, -1.128774], [0.428554, -1.672189, -1.849805], [-0.803876, 1.618395, 3.573047], [4.675850, -1.516025, -2.146252], [-3.296630, 2.148778, -0.472373]],
  "forces_ev_per_angstrom": [[-1.741, -0.094, -0.140], [0.040, -0.024, 0.084], [0.087, 0.099, 0.227], [0.222, -0.087, 0.124], [0.087, 0.071, -0.036], [0.352, 0.730, -0.370], [0.719, 0.381, 0.055], [0.189, -0.409, 0.282], [-0.276, 0.044, -0.204], [-0.129, -0.058, 0.189], [-0.054, 0.043, -0.079], [0.237, 0.212, 0.024], [-0.046, -0.011, 0.087], [-0.055, 0.002, -0.049], [-0.079, -0.087, -0.052], [-0.241, -0.817, -1.043], [-0.123, -0.175, 0.012], [-0.016, -0.065, 0.117], [0.074, 0.033, -0.154], [0.056, -0.037, 0.045], [-0.090, 0.226, 0.065], [0.027, 0.348, 0.131], [0.111, -0.075, 0.016], [0.000, -0.061, -0.048], [-1.595, -0.366, 2.734], [0.130, 0.184, 0.005], [0.040, 0.325, -0.167], [0.018, 0.088, -0.078], [-0.121, 0.105, -0.059], [-0.608, -1.022, 0.326], [-0.072, 0.057, 0.082], [0.695, 0.473, -0.504], [1.848, 1.984, -2.001], [0.042, 0.019, 0.015], [-0.291, -0.320, -0.448], [0.437, 0.437, 1.039], [-0.274, -0.165, 0.001], [-0.063, -0.004, -0.119], [0.237, -0.043, -0.197], [-0.215, -0.262, -0.104], [0.103, 0.110, 0.042], [-0.002, 0.072, -0.080], [0.040, -0.038, -0.023], [0.233, 0.032, 0.392], [0.184, 0.089, -0.036], [-0.054, -0.016, 0.242], [0.056, -0.034, -0.086], [-0.028, -0.076, 0.035], [-0.014, -0.599, 0.285], [-0.026, 0.028, 0.102], [-0.043, -0.068, -0.126], [0.129, -0.040, -0.062], [-0.050, -0.083, -0.122], [-0.101, 0.090, -0.154], [-0.047, -0.104, -0.091], [-0.052, -0.019, 0.073], [0.084, 0.117, 0.074], [0.268, -0.513, -0.021], [0.062, 0.706, 0.989], [0.171, -0.268, 0.245], [-0.047, 0.002, 0.063], [0.106, -0.106, -0.146], [-0.235, -0.145, -0.614], [-0.511, -0.466, -0.789], [-0.201, 0.009, -0.319], [0.419, -0.357, 0.321]],
  "lowdin_charge": [1.11, 0.11, 0.12, 0.15, 0.10, 0.00, -0.54, -0.14, -0.06, -0.25, 0.12, -0.01, 0.10, 0.12, 0.13, -0.08, -0.01, 0.11, 0.16, -0.06, -0.02, -0.42, 0.11, 0.11, -0.35, 0.08, -0.05, 0.08, 0.12, 0.89, 0.10, -0.06, -0.18, 0.61, 0.13, -0.14, 0.13, 0.12, -0.18, -0.04, 0.11, 0.12, -0.06, -0.07, -0.25, -0.10, 0.11, 0.10, -0.22, 0.10, 0.07, 0.08, 0.13, -0.03, 0.12, 0.11, -0.08, -0.17, -0.85, -0.15, -0.07, 0.02, 0.10, -0.04, -0.23, -0.08]
}